6 unconnected molecules or ions with the total composition C4H20O6 in a non-equilibrium geometry. Source: the OMol25 dataset; level of theory: wB97M-V/def2-TZVPD.

Properties
SMILES string	CO.CO.CO.CO.O.O
ΔE to the lowest compared entry with this formula, charge and spin	50.23	kcal/mol
net charge	0
E	-16755.07070	eV
frontier orbital gap	10.331	eV
HOMO energy	-9.9052	eV

CARTESIAN COORDINATES (ANGSTROEM)
C 2.9847 1.8518 0.7397
O 2.6871 0.4685 0.9423
H 2.1350 2.4842 0.9970
H 3.8404 2.1695 1.3354
H 3.1686 2.0390 -0.3182
H 3.2124 0.1602 1.6844
C -1.1260 2.2597 2.3668
O -1.3602 1.8511 1.0217
H -2.0203 2.2037 2.9873
H -0.2866 1.8310 2.9142
H -0.9302 3.3304 2.4262
H -2.1022 2.3609 0.6884
C 1.9767 -0.8835 -3.3762
O 2.2970 -2.1871 -3.6132
H 1.3957 -0.8080 -2.4570
H 2.9487 -0.3907 -3.3557
H 1.4124 -0.5872 -4.2605
H 1.5141 -2.7394 -3.5542
C -2.5964 -1.8819 1.4514
O -2.4769 -2.8366 2.5725
H -3.1328 -1.0249 1.8587
H -1.6511 -1.5620 1.0131
H -3.2626 -2.2125 0.6545
H -3.2627 -2.7592 3.1184
O -0.1120 0.2036 -0.6708
H -0.5574 0.6957 0.0189
H 0.8032 0.1742 -0.3919
O -2.2015 -1.2750 -2.2757
H -1.8661 -2.1196 -2.5763
H -1.4310 -0.8160 -1.9413

C4H8S2 in the gas phase in a non-equilibrium geometry. Source: the OMol25 dataset; level of theory: wB97M-V/def2-TZVPD.

Properties
SMILES string	C[C@@]1(CS)CS1
ΔE to the lowest compared entry with this formula, charge and spin	40.53	kcal/mol
net charge	0
E	-25946.65636	eV
frontier orbital gap	9.724	eV
HOMO energy	-8.9444	eV

CARTESIAN COORDINATES (ANGSTROEM)
C -0.4139 1.0861 -0.8949
C -0.2317 -0.1456 -0.0040
C 1.1860 -0.0364 0.6119
C -1.4777 -0.4730 0.7620
H -1.3714 1.6185 -0.7885
H -0.4308 0.8912 -1.9956
H 0.4551 1.7390 -0.7066
H 1.3839 1.0180 0.8816
H 1.0904 -0.6983 1.6268
H 1.8941 -1.8464 -0.9387
H -1.3510 -0.7954 1.7766
H -2.2352 0.2250 0.4416
S 2.6370 -0.9022 -0.2629
S -1.1349 -1.6806 -0.5093

A molecular structure, C38H35AgN3O4P. Source: the OMol25 dataset; level of theory: wB97M-V/def2-TZVPD.

Properties
ΔE to the lowest compared entry with this formula, charge and spin	1.06	kcal/mol
net charge	-2
E	-65924.58645	eV
frontier orbital gap	5.957	eV
HOMO energy	-1.6305	eV

CARTESIAN COORDINATES (ANGSTROEM)
Ag 0.5368 0.9488 0.0285
O 3.5513 -2.9426 -1.1970
C 3.0714 -3.7530 -0.2452
C 3.2585 -5.1344 -0.3687
C 2.7573 -5.9980 0.5902
C 2.0550 -5.5029 1.6840
C 1.8645 -4.1343 1.8042
C 2.3661 -3.2416 0.8623
C 2.1362 -1.7566 0.9695
O 2.5843 -1.0253 0.0161
N 1.4842 -1.3725 2.0339
N 1.1409 -0.0180 2.0416
C 1.1820 0.4918 3.2155
C 0.8400 1.8325 3.6628
C 1.1805 2.1354 4.9857
C 0.9413 3.3682 5.5644
C 0.3227 4.3487 4.7775
C -0.0419 4.0903 3.4790
C 0.1792 2.8193 2.8489
O -0.2154 2.6055 1.6646
H 3.2446 -2.0052 -0.8781
H 3.7975 -5.5015 -1.2341
H 2.9058 -7.0667 0.4764
H 1.6432 -6.1775 2.4246
H 1.3032 -3.7164 2.6297
H 1.5422 -0.1723 4.0085
H 1.6593 1.3554 5.5726
H 1.2221 3.5676 6.5913
H 0.1233 5.3294 5.2015
H -0.5278 4.8461 2.8720
C -3.9625 -1.3019 0.8942
C -3.2395 -0.3305 1.5696
C -2.7537 0.7847 0.8930
C -2.9746 0.9262 -0.4755
C -3.6923 -0.0620 -1.1494
C -4.1980 -1.1586 -0.4692
P -2.1929 2.3599 -1.3262
C -3.6156 3.0152 -2.3073
C -3.3265 3.9392 -3.3189
C -4.3315 4.5758 -4.0276
C -5.6658 4.3232 -3.7281
C -5.9714 3.4308 -2.7127
C -4.9585 2.7845 -2.0123
C -1.1944 1.4573 -2.5787
C -1.5689 1.2745 -3.9097
C -0.7314 0.5931 -4.7832
C 0.4709 0.0872 -4.3062
C 0.8104 0.2451 -2.9666
C 0.0025 0.9351 -2.0471
H -4.2932 -2.1906 1.4165
H -3.0227 -0.4532 2.6240
H -2.1495 1.5263 1.4069
H -3.8379 0.0230 -2.2219
H -4.7453 -1.9233 -1.0085
H -2.2891 4.1535 -3.5521
H -4.0745 5.2769 -4.8135
H -6.4555 4.8222 -4.2774
H -7.0064 3.2291 -2.4606
H -5.2197 2.0899 -1.2241
H -2.5151 1.6592 -4.2757
H -1.0210 0.4542 -5.8196
H 1.1389 -0.4490 -4.9739
H 1.7389 -0.1982 -2.6159
O -2.1758 -4.2522 1.3356
C -1.4457 -4.0216 0.3740
C -0.9716 -5.1313 -0.5548
C -1.4881 -5.0153 -2.0131
C -2.0743 -3.6541 -2.4012
C -1.0630 -2.5095 -2.3979
C -0.2146 -2.5002 -1.1266
N -0.9911 -2.7951 0.0651
H -1.3016 -6.0662 -0.1058
H 0.1212 -5.1352 -0.5343
H -2.2644 -5.7704 -2.1649
H -0.6746 -5.2660 -2.7013
H -2.8846 -3.4141 -1.7078
H -2.5342 -3.7345 -3.3914
H -1.5819 -1.5521 -2.4993
H -0.3898 -2.5894 -3.2564
H 0.2512 -1.5258 -0.9902
H 0.5989 -3.2220 -1.2114
H -1.2351 -2.0424 0.6932

C5H9F in the gas phase in a non-equilibrium geometry. Source: the OMol25 dataset; level of theory: wB97M-V/def2-TZVPD.

Properties
SMILES string	C=CCCCF
ΔE to the lowest compared entry with this formula, charge and spin	33.60	kcal/mol
net charge	0
E	-8046.58595	eV
frontier orbital gap	10.533	eV
HOMO energy	-9.3803	eV

CARTESIAN COORDINATES (ANGSTROEM)
C -2.2377 0.1485 0.1522
C -0.8552 0.7808 -0.2482
C 0.2635 -0.2502 0.1930
C 1.6447 0.2406 -0.0833
C 2.6603 -0.6891 -0.0215
H -2.5939 0.3335 1.2171
H -3.0444 0.6024 -0.3838
H -0.9111 1.0961 -1.3554
H -0.8575 1.6726 0.4007
H 0.0592 -1.1515 -0.4381
H 0.1256 -0.7473 1.1785
H 1.8552 1.3369 -0.0402
H 2.4865 -1.7069 -0.1804
H 3.6468 -0.4017 -0.1839
F -2.2419 -1.2646 -0.2068

2 unconnected molecules or ions with the total composition C3H10OSSi in a non-equilibrium geometry. Source: the OMol25 dataset; level of theory: wB97M-V/def2-TZVPD.

Properties
SMILES string	C[Si@]1(O)CS1.C
ΔE to the lowest compared entry with this formula, charge and spin	8.42	kcal/mol
net charge	0
E	-24034.12934	eV
frontier orbital gap	9.405	eV
HOMO energy	-8.9163	eV

CARTESIAN COORDINATES (ANGSTROEM)
C -3.1718 1.5555 -0.3058
C 0.7442 -1.9754 1.2710
C 2.5603 0.6271 -0.1055
O 0.9416 -1.3685 -1.6229
Si 1.2824 -0.7154 -0.0963
S 0.8716 1.3703 0.2585
H -3.2989 1.9670 0.6814
H -2.2524 0.9573 -0.2541
H -3.2718 2.2876 -1.1701
H -0.3485 -2.0027 1.5468
H 1.0406 -2.9198 1.1047
H 1.4187 -1.5012 1.9513
H 3.3852 0.8983 0.7029
H 2.9468 1.0187 -1.0704
H 1.0966 -0.9112 -2.4613
H -3.9445 0.7124 -0.4301

A molecular structure, C3H8N3 in a non-equilibrium geometry. Source: the OMol25 dataset; level of theory: wB97M-V/def2-TZVPD.

Properties
ΔE to the lowest compared entry with this formula, charge and spin	75.73	kcal/mol
net charge	+1
E	-7701.99443	eV
frontier orbital gap	10.599	eV
HOMO energy	-14.4728	eV

CARTESIAN COORDINATES (ANGSTROEM)
C 1.3402 1.9876 0.2008
C 0.1905 0.4520 0.5068
C -0.9636 -1.4006 -0.5198
N -0.4343 0.4746 1.6892
N 1.8729 2.4378 -0.8285
N 0.1145 -0.4432 -0.4666
H 1.5529 2.3091 1.2230
H -0.8581 -1.9304 0.4846
H -1.8373 -0.8496 -0.7081
H -0.9220 -2.1067 -1.3874
H -1.1385 -0.2286 2.0561
H 2.4264 3.3953 -0.8236
H 0.4866 -0.3586 -1.3853
H -0.3350 1.1924 2.3129